Entry 1:
Computed, not measured: a structure of composition C20H33Cl2N4O3Ti, with wB97M-V/def2-TZVPD.

Element x y z (Å)
H1 -0.7518 1.7708 5.7689
H2 -2.8265 -4.4441 1.7141
H3 5.7634 0.7636 -1.0243
H4 -1.4106 1.8297 -7.2524
Ti1 -0.1723 0.0581 0.2176
N1 -0.2519 0.3073 2.5313
C1 -0.6384 1.4547 -2.6868
H5 -1.4023 -5.0085 2.6152
H6 -0.2673 -5.0565 -0.9161
C2 -0.9510 0.6915 5.8782
H7 -2.8968 1.0345 2.9018
O1 0.1419 0.9787 -1.8285
H8 4.9551 1.9015 0.1017
C3 1.1203 -0.6725 5.5851
H9 -1.9897 1.0379 -4.9337
H10 1.0055 -0.5929 6.6670
H11 -1.8636 -5.6126 -0.3400
H12 -3.0808 2.8847 0.3127
C4 -2.6608 0.2040 0.9005
H13 2.1173 3.7643 -5.6607
C5 2.8948 -0.1520 0.2631
C6 -1.7960 -4.1848 2.0009
H14 -1.7193 1.4546 -2.4810
H15 -3.1093 2.2870 -1.3523
H16 -4.0571 -0.2336 2.4590
C7 -3.5189 0.6449 2.0738
H17 -4.2484 1.4220 1.7713
C8 -0.1609 0.0843 3.6826
H18 0.3181 -3.0066 -0.4312
C9 -0.2903 -2.9661 0.4849
H19 1.5147 2.9462 -3.3615
C10 1.2480 3.1196 -5.5048
N2 3.7815 0.2825 -0.6190
H20 1.2310 -1.7284 5.3122
H21 2.5857 1.1136 -2.1756
C11 -0.7418 2.0280 -6.4048
N3 -0.0859 -0.0952 4.9788
H22 4.3018 0.7082 -2.5781
C12 -1.0740 1.5962 -5.1216
Cl1 -1.4207 -1.2333 -1.4391
O2 -0.3421 -1.8833 1.1455
N4 -0.9728 -4.0664 0.7941
Cl2 0.6565 2.1947 0.5656
H23 -1.7656 -3.2364 2.5438
O3 1.7263 -0.5038 -0.0940
H24 -1.6086 2.9603 -0.6625
H25 -0.4100 -6.0846 0.5399
H26 -2.0159 0.4921 5.6801
C13 -0.2347 1.8957 -4.0344
H27 3.2185 -0.2021 1.3141
C14 -2.1005 1.0158 0.0038
H28 3.0609 -0.5909 -2.3944
H29 2.0165 -0.1186 5.2775
H30 -0.7082 0.3895 6.9025
C15 5.0556 0.8446 -0.1935
C16 0.4218 2.8010 -6.5995
C17 0.9135 2.6783 -4.2242
C18 -2.4926 2.3568 -0.4474
C19 3.4040 0.3909 -2.0382
H31 5.4181 0.2820 0.6725
C20 -0.8711 -5.2664 -0.0281
H32 -2.6349 -0.8923 0.7769
H33 0.6725 3.1621 -7.6090

Atoms 1-3, force components in eV/Å:
-0.1 -0.3 0.1
0.3 0.2 0.1
0.0 0.0 0.3

Values from the calculation:
Multiplicity   2
Net charge   0
Frontier orbital gap (spin up / spin down)   5.63 / 5.71 eV
M   496.28 g mol⁻¹
Electronic energy   -2996.477673 Eh

Atom charges from the Löwdin analysis, given in e for atoms 1 to 6:
1 H 0.10
2 H 0.10
3 H 0.09
4 H 0.11
5 Ti 0.43
6 N 0.13

=====

Entry 2:
Computed, not measured: a cluster of 2 separate species, C20H33F2N4S2 in total, with wB97M-V/def2-TZVPD.

Element x y z (Å)
H1 -0.2663 1.4065 1.2086
N1 -0.5385 -0.7412 2.5017
F1 2.7222 2.2304 -2.8504
C1 3.1792 -3.2957 0.9725
H2 0.3020 0.1675 -2.7764
S1 -2.9122 1.2442 -1.1757
H3 3.1334 -0.5954 0.5782
H4 -0.5559 -0.8437 -1.6421
H5 2.2127 0.4974 3.7608
C2 6.1269 2.6098 -1.7137
N2 -4.3732 -0.8493 -0.2310
H6 -6.0847 -1.1585 0.9282
C3 2.2886 -2.2505 1.6639
H7 -0.0252 2.0323 -0.8693
H8 0.8308 -0.0579 4.6347
C4 -1.6541 0.8769 -2.4359
C5 -4.5312 -2.2931 -0.5103
H9 6.7844 3.7319 -0.0086
N3 1.3151 0.0762 1.3937
H10 -4.7809 -2.7497 0.4524
H11 -1.2141 -0.4264 3.1875
C6 -5.5327 -0.3113 0.5227
C7 5.0452 2.2032 -2.4818
H12 2.5561 3.7397 -0.7651
S2 -4.8778 -0.2405 -2.8142
C8 -0.9449 -0.5394 1.0395
H13 -2.6624 -2.2487 -1.6445
H14 4.2249 -3.1708 1.2679
C9 -0.3880 0.1970 -1.9243
C10 -3.2640 -2.9509 -1.0636
H15 -0.7935 -1.5037 0.5542
C11 -5.1201 0.6478 1.6527
H16 2.7326 -1.9803 2.6277
H17 1.3803 1.0054 -0.9747
H18 -5.3685 1.6838 1.4110
C12 0.0818 0.5291 0.6460
H19 2.8855 -4.2994 1.2871
H20 5.1695 1.5764 -3.3541
H21 -6.1976 0.2151 -0.1705
H22 4.5039 4.4540 0.6144
C13 3.5622 3.4249 -1.0088
C14 0.7064 -0.2102 2.6150
H23 -3.5285 -3.7847 -1.7191
H24 -1.3966 1.8478 -2.8698
H25 -2.6518 -3.3636 -0.2574
H26 7.1244 2.2989 -1.9926
C15 5.9358 3.4153 -0.5989
H27 -1.9931 -0.2454 1.0151
C16 0.3038 0.9911 -0.7966
C17 4.6552 3.8204 -0.2493
C18 -4.1003 -0.0892 -1.4059
C19 2.1461 -1.0106 0.8026
N4 1.2960 0.0877 3.7558
H28 -5.6479 0.4048 2.5796
F2 1.5637 -1.3542 -0.4010
H29 3.1200 -3.2302 -0.1129
C20 3.7848 2.6228 -2.1098
H30 1.2904 -2.6714 1.8368
H31 -5.3712 -2.4654 -1.1926
H32 -4.0424 0.5942 1.8313
H33 -2.1464 0.2985 -3.2208

Atoms 1-3, force components in eV/Å:
0.3 0.0 -0.1
0.8 1.6 -0.6
0.0 0.0 0.0

Values from the calculation:
Net charge   +1
Frontier orbital gap   7.66 eV
M   431.64 g mol⁻¹
Electronic energy   -1996.747903 Eh

Atom charges from the Löwdin analysis, given in e for atoms 1 to 6:
1 H 0.15
2 N 0.15
3 F 0.04
4 C -0.07
5 H 0.12
6 S 0.88

=====

Entry 3:
Computed, not measured: a cluster of 4 separate species, C20H33N5O in total, with wB97M-V/def2-TZVPD.

Element x y z (Å)
C1 0.4469 -3.7509 2.6298
H1 -1.3786 3.4004 -6.8020
H2 5.1006 -2.3967 2.0286
C2 -1.0458 1.8564 -0.7391
H3 -1.8446 2.5120 -5.3470
H4 -0.8208 5.4035 -5.3786
H5 -5.6364 1.3371 0.8137
N1 4.2883 -4.8588 2.3743
O1 6.3497 -3.3074 3.3885
H6 -5.6936 -0.3709 1.2601
H7 7.1683 -1.4236 3.0601
H8 1.0813 1.9515 -1.1443
N2 1.0260 2.8521 1.8593
H9 -0.8281 0.5274 0.9642
C3 2.2839 -1.8912 3.2022
H10 -1.2542 4.4962 -3.9409
H11 0.7361 -0.4162 3.0842
H12 -7.5289 -0.7348 -0.4257
C4 0.3205 2.5419 -0.6322
H13 -6.2083 -0.4971 -2.4954
C5 0.6408 2.5521 -4.2497
C6 5.0940 -2.7106 3.0773
H14 1.0304 3.8023 -5.8638
H15 4.0772 -4.0915 4.3350
C7 -0.8490 4.4006 -4.9500
C8 -6.8514 0.1162 -0.5101
H16 3.8094 -5.6983 2.6608
C9 -6.2807 0.4582 0.8609
H17 8.2868 -2.7754 2.9987
H18 4.9540 -1.8347 3.7124
H19 -7.4390 0.9554 -0.8859
C10 7.4101 -2.3854 3.5152
H20 1.2137 4.5479 -4.2782
C11 2.6172 -3.2370 3.0733
H21 -2.0180 -0.0047 -0.2179
H22 -5.1856 -1.0961 -1.1923
H23 -0.9989 -2.1844 2.5284
H24 -1.3143 1.7812 -1.7910
N3 1.6984 -4.1678 2.8025
H25 7.6623 -2.2310 4.5649
H26 0.2916 3.5247 -1.1047
H27 -0.2955 -0.1698 -0.5695
C12 0.7300 2.7157 0.7615
H28 -7.0816 0.6727 1.5677
H29 5.2820 -5.0327 2.3294
C13 -1.0447 0.4744 -0.1049
N4 -4.1329 1.7584 -1.9134
C14 -1.7587 3.5074 -5.7842
H30 -0.2901 -4.5153 2.4158
H31 -2.7612 3.9297 -5.8420
H32 3.0406 -1.1624 3.4538
H33 -1.8051 2.4788 -0.2641
C15 0.9805 -1.4657 3.0082
C16 -5.7657 -0.2369 -1.5336
N5 0.6811 1.5207 -3.7554
C17 4.0253 -3.7509 3.2940
C18 0.5901 3.8752 -4.8681
C19 0.0383 -2.4293 2.7060
C20 -4.8440 0.8774 -1.7469

Atoms 1-3, force components in eV/Å:
0.0 -0.1 0.0
0.0 0.0 0.0
-0.1 0.1 -0.1

Values from the calculation:
SMILES string   COC[C@H](N)c1ccccn1.CCCC#N.CCCC#N.CCCC#N
Net charge   0
Frontier orbital gap   9.48 eV
M   359.52 g mol⁻¹
Electronic energy   -1130.857864 Eh

Atom charges from the Löwdin analysis, given in e for atoms 1 to 6:
1 C -0.14
2 H 0.08
3 H 0.14
4 C -0.29
5 H 0.07
6 H 0.11

=====

Entry 4:
Computed, not measured: an isolated molecule of C20H33N5O4, with wB97M-V/def2-TZVPD.

Element x y z (Å)
H1 3.0015 0.1238 2.2876
C1 -1.3378 0.7896 1.6257
C2 -7.4513 -3.0019 1.1630
C3 -4.1771 -2.2250 -0.2416
C4 3.7929 1.3062 -1.3482
H2 -6.0713 -1.3679 -0.7616
H3 -1.3726 1.8363 1.9251
H4 -7.3023 -3.5748 2.0757
H5 5.1653 5.7931 -1.4059
C5 -6.9607 -5.4218 -1.2655
H6 4.1848 0.9523 -3.4475
N1 -7.0405 -3.7979 0.0279
C6 1.4094 -1.7294 1.5658
O1 4.1646 3.5133 -0.5540
H7 4.5489 2.5974 -2.9087
C7 0.0949 0.3027 1.3540
H8 -6.8531 -2.0949 1.2026
C8 3.5929 0.3364 1.4036
C9 -1.6667 0.5977 0.1246
H9 0.2330 1.5121 -0.4686
O2 1.8302 -1.9933 -0.7498
H10 4.8908 -0.4724 -0.8218
H11 -8.5037 -2.7365 1.0753
H12 -1.9074 0.1841 2.3280
N2 3.1129 -0.4358 0.2680
C10 3.8447 -0.1696 -0.9640
H13 0.9048 0.8751 1.8143
H14 -1.7260 -1.4786 -0.2945
H15 -4.3933 -2.6172 0.7565
C11 -3.6429 -0.8189 -0.0395
H16 5.9744 4.0947 0.2426
H17 0.1909 -0.2214 -0.8546
H18 -2.2375 1.3955 -0.3435
C12 3.5512 1.8287 1.0928
H19 3.4198 -0.7898 -1.7477
H20 5.3684 6.5189 0.1965
H21 3.9700 2.3761 1.9393
H22 -7.1457 -6.3923 -1.6960
H23 2.7445 1.5805 -1.5119
H24 2.0400 -1.5751 2.4458
N3 -6.1332 -4.5042 -1.8241
H25 5.3787 1.9288 -0.0474
N4 -7.5341 -5.0438 -0.1456
C13 -0.1527 0.5404 -0.1577
O3 -4.3829 0.1080 0.2508
N5 -2.3071 -0.6638 -0.1819
C14 -5.4556 -2.2078 -1.0841
H26 2.5152 2.1549 0.9642
H27 -3.4315 -2.8825 -0.6907
H28 -5.2102 -2.0503 -2.1335
H29 4.5682 4.4270 1.2652
H30 1.1757 -2.7891 1.4973
C15 4.9244 4.4166 0.2284
C16 4.7949 5.7933 -0.3810
C17 2.1441 -1.3907 0.2664
C18 4.5847 1.5475 -2.6253
H31 4.6254 0.0353 1.6213
H32 3.7513 6.1071 -0.3925
C19 4.3076 2.1542 -0.1918
H33 5.6328 1.2678 -2.4872
C20 -6.2078 -3.4891 -0.9830
O4 0.1712 -1.0598 1.7425

Atoms 1-3, force components in eV/Å:
0.0 0.0 0.0
0.0 0.0 0.0
0.0 0.0 0.0

Values from the calculation:
SMILES string   CCO[C@H]1CCN(C(=O)CO[C@H]2C[C@@H](NC(=O)CCc3ncnn3C)C2)C[C@@H]1C
Net charge   0
Frontier orbital gap   9.90 eV
M   407.51 g mol⁻¹
Electronic energy   -1356.641520 Eh

Atom charges from the Löwdin analysis, given in e for atoms 1 to 6:
1 H 0.11
2 C -0.04
3 C 0.00
4 C -0.09
5 C -0.30
6 H 0.11

=====

Entry 5:
Computed, not measured: a structure of composition C20H33N5O4SSr, with wB97M-V/def2-TZVPD.

Element x y z (Å)
C1 2.3438 -0.8793 2.3802
C2 -2.0178 -4.1185 0.5199
C3 0.6831 2.7736 1.4211
C4 -1.2772 -3.5250 -0.4939
H1 -1.9518 -6.4234 2.7872
H2 3.2320 -0.6623 0.5588
H3 -1.7526 -3.0475 -1.3401
H4 -0.7807 0.2491 1.9944
H5 -0.2922 3.0545 1.0240
H6 -0.3599 2.1191 3.1924
H7 3.2592 3.2278 0.8155
O1 1.6912 -3.7441 -2.5276
C5 0.5234 0.4484 -3.3277
C6 -3.0105 2.7114 -3.2180
H8 -0.6773 4.5178 -1.3688
C7 0.8562 -0.6573 2.8164
C8 -2.1842 -5.3602 2.7106
H9 -2.7953 4.1092 -0.0298
C9 -3.2901 3.8426 -0.9649
H10 1.2086 2.6501 -0.5479
H11 2.4643 -1.9349 2.1345
C10 -1.1651 4.1557 -2.2766
C11 2.9055 2.2434 0.4751
C12 3.3995 1.1670 1.4524
H12 4.4857 1.0699 1.3493
H13 1.8345 -4.1524 0.6695
H14 1.7527 -1.2798 -3.5704
C13 0.4651 1.7630 2.5658
H15 3.0082 -0.6604 3.2233
H16 3.2008 1.4852 2.4747
H17 -1.5843 5.0056 -2.8173
H18 -2.2823 2.2563 -3.8880
C14 0.6809 -1.0606 -3.4754
C15 -1.7374 2.0060 -1.2646
H19 -1.9368 -4.8993 3.6681
H20 0.2962 -1.5745 2.6184
O2 -0.2147 1.0517 -4.1083
Sr1 0.7778 -0.3027 -0.7570
C16 0.0053 -4.7393 1.6486
H21 1.3540 1.7344 3.1947
N1 0.2141 0.4140 2.0643
N2 2.7074 -0.0943 1.2079
H22 0.8207 -0.4756 3.8988
H23 -3.0998 -4.1084 0.4700
H24 0.5039 -5.2126 2.4864
H25 -4.1295 3.1837 -0.7389
O3 2.1283 -2.0365 -0.8443
H26 3.3251 2.0342 -0.5117
H27 0.1932 -1.3862 -4.3929
H28 -3.7964 1.9890 -2.9933
N3 0.1107 -1.7343 -2.3024
H29 1.1642 3.6736 1.8330
O4 1.1592 1.0018 -2.3568
C17 -1.3893 -4.7263 1.6007
H30 -0.4337 3.6582 -2.9088
S1 1.1115 -2.7453 -1.6691
H31 -3.6724 4.7539 -1.4243
H32 -3.2538 -5.2528 2.5392
C18 0.7515 -4.1500 0.6447
N4 -1.3348 1.1754 -0.5771
C19 -2.3039 3.1775 -1.9363
C20 0.1057 -3.5373 -0.4212
H33 -3.4544 3.5749 -3.7143
N5 1.4548 2.2026 0.3278

Atoms 1-3, force components in eV/Å:
-0.2 0.1 0.0
0.1 0.0 0.1
0.1 -0.3 0.1

Values from the calculation:
Net charge   0
Frontier orbital gap   8.76 eV
M   527.20 g mol⁻¹
Electronic energy   -1785.576917 Eh

Atom charges from the Löwdin analysis, given in e for atoms 1 to 6:
1 C -0.18
2 C -0.03
3 C -0.20
4 C -0.05
5 H 0.08
6 H 0.09

=====

Entry 6:
Computed, not measured: a structure of composition C20H34AlBeBr2Cl3FKNNaO9P, with wB97M-V/def2-TZVPD.

Element x y z (Å)
Cl1 3.2469 8.0642 3.2589
C1 2.6369 2.9355 -2.6233
H1 1.0942 -7.9942 -1.6316
C2 -5.9228 -3.1043 -1.0155
H2 0.2790 -8.2086 -0.0165
C3 -1.1141 3.2845 0.8968
C4 -3.2495 -1.2159 -0.9627
H3 -0.4997 8.6413 1.1439
H4 2.0357 -3.0165 -1.4792
O1 -2.7610 -2.5275 -1.1374
C5 0.2529 -7.6781 -0.9735
H5 4.1910 4.0772 -1.6288
H6 2.3194 -2.5241 0.2118
H7 0.9476 5.7052 3.9587
C6 1.7667 2.5358 0.2893
K1 -0.1935 0.6876 0.7805
H8 -3.6195 -1.0505 0.0558
C7 -0.7527 2.4447 -0.4136
H9 2.5588 4.8327 -1.4120
H10 -3.7637 -5.0455 -2.6204
H11 -0.6686 -7.9402 -1.4937
H12 0.7475 1.8361 -2.7853
C8 0.5584 5.3754 3.0038
C9 0.8215 7.4917 1.7324
N1 -4.4926 -4.3414 -2.5370
Cl2 1.7436 -0.1604 -2.2711
C10 -0.3831 4.1213 3.1607
O2 0.2294 -6.2829 -0.7680
P1 1.4780 -5.3970 -0.1380
H13 -6.0500 -2.7590 0.0120
H14 3.2292 -7.6714 1.8147
H15 -1.4031 4.4837 3.2384
O3 1.6606 1.7829 2.6386
H16 3.6812 -2.7252 -0.9101
Al1 2.0493 -9.8781 -1.5748
H17 -4.0802 -3.5164 -2.9654
H18 -2.4217 -0.5297 -1.1571
C11 -0.1695 3.3167 1.9464
Cl3 2.6958 2.9803 -4.4119
F1 0.2511 7.3743 4.4219
H19 1.3731 5.0512 2.3374
O4 2.8588 -4.4884 -0.2214
C12 3.2109 4.2980 -2.1418
H20 4.2009 -6.3778 1.0870
H21 -0.8254 7.0479 3.0055
H22 0.6124 3.5658 -2.6169
H23 2.8039 -5.9811 2.1211
H24 2.8280 2.6220 0.0848
C13 1.1720 2.6851 -2.2572
Br1 -3.7217 6.7226 0.7839
H25 -2.7556 -4.3614 -0.3358
H26 -3.6805 -3.1951 0.5965
H27 3.2283 2.0776 -2.3168
O5 0.4667 8.5494 1.0711
H28 -6.8383 -3.6140 -1.3095
O6 2.0706 7.3095 1.8696
C14 -3.4568 -3.5286 -0.4244
C15 2.7045 -3.1068 -0.6280
H29 -5.0135 -4.9866 -0.6366
H30 -4.0355 -0.9930 -1.6868
C16 -0.1511 6.5384 2.2882
H31 3.4693 4.9447 -2.9693
C17 3.1919 -6.6720 1.3745
O7 0.8065 -4.8195 1.0597
O8 2.3486 -6.7272 0.2175
C18 -4.7339 -4.0528 -1.1313
Be1 4.1983 -9.4959 0.2617
H32 -0.7249 6.1556 1.4272
C19 1.1761 2.4528 1.7730
H33 -0.0982 3.5662 4.0512
Br2 -2.7581 4.2099 0.9377
H34 -5.8224 -2.2307 -1.6604
Na1 3.7036 4.0670 0.1858
C20 0.8279 2.5418 -0.7865
O9 -1.5655 1.8213 -1.0485

Atoms 1-3, force components in eV/Å:
-2.2 -0.8 -2.0
-0.5 0.3 -0.4
-0.4 0.6 0.2

Values from the calculation:
Net charge   +3
Frontier orbital gap   1.48 eV
M   846.71 g mol⁻¹
Electronic energy   -9502.109223 Eh

Atom charges from the Löwdin analysis, given in e for atoms 1 to 6:
1 Cl 0.78
2 C -0.73
3 H -0.10
4 C -0.06
5 H 0.10
6 C -0.48

=====

Entry 7:
Computed, not measured: a structure of composition C20H34AsF6N2O6S3, with wB97M-V/def2-TZVPD.

Element x y z (Å)
H1 -3.7497 -1.3166 1.7564
H2 6.8567 -2.1083 -2.9796
H3 1.6955 -2.1541 3.7513
N1 3.9134 -1.0128 -3.7922
C1 5.2116 -1.2808 -4.1225
H4 -0.1572 3.4713 -0.4528
C2 0.8274 5.0628 -2.6394
H5 -6.6358 0.5166 2.8126
C3 2.4754 -2.8511 3.4366
C4 -0.4121 4.1806 -2.4128
S1 1.1507 -5.0101 2.6914
O1 0.8432 5.6893 0.6125
H6 -0.3891 -0.9848 -1.7608
H7 -1.4095 1.0894 -2.6383
H8 -2.4287 0.4933 -5.0960
H9 0.9603 5.3007 -3.6978
H10 3.1996 -4.8477 3.8494
H11 2.3215 -1.8349 1.5415
H12 1.7359 -4.3616 0.5083
O2 1.6458 -6.3047 2.2873
H13 5.0395 -2.0634 -0.9376
H14 5.5323 -1.0819 -5.1312
C5 -1.7962 -1.5820 -4.5534
C6 1.4334 -3.8000 1.3916
H15 3.5308 -3.1240 1.5948
As1 0.9106 0.7781 0.6191
H16 -5.5611 1.4798 3.8017
H17 -5.5798 -0.4815 5.1949
S2 -3.6158 -0.9469 4.0355
H18 -5.0891 0.4781 1.1572
C7 -2.0166 -0.1872 -4.3683
H19 -2.4475 -0.1655 2.1308
F1 0.2117 -0.1563 1.9071
O3 -2.9909 -0.0354 4.9521
H20 -0.3264 6.8202 -2.4710
C8 -4.5610 0.6251 2.0953
F2 0.8339 -0.6615 -0.3917
C9 -5.3786 -0.6465 4.1382
H21 3.2207 -0.6766 -4.4370
H22 -1.2247 4.6263 -2.9983
C10 2.2708 -4.2857 3.9029
C11 -3.4867 -0.4260 2.3269
O4 -3.3087 -2.3421 4.0986
H23 -2.0187 -2.1978 -5.4097
C12 0.5169 6.3836 -1.9375
H24 -0.2236 3.1784 -2.7882
C13 2.5158 -2.8441 1.8836
H25 0.5140 -3.2653 1.1652
C14 4.8560 -1.8158 -1.9697
F3 0.9410 2.1078 1.7071
O5 -0.1965 -4.8725 3.1735
H26 1.7584 4.6126 -2.2943
H27 1.7335 -4.3671 4.8442
H28 1.3202 7.0477 -1.6369
C15 -5.6419 0.5422 3.2531
C16 3.6773 -1.3522 -2.4949
S3 -0.1998 5.8533 -0.3639
C17 -1.1373 -2.0330 -3.4413
H29 -5.8857 -1.5520 3.8066
H30 -0.7324 -3.0058 -3.2188
H31 3.3929 -2.4462 3.8668
F4 2.5087 0.3849 1.1299
C18 5.8307 -1.7801 -3.0028
N2 -0.9641 -0.9860 -2.5934
O6 -1.3248 6.7062 -0.0541
F5 -0.6791 1.1661 0.0263
F6 1.5845 1.6424 -0.7128
C19 -0.7592 4.2416 -0.9290
H32 -1.8032 4.1538 -0.6459
H33 -4.1105 1.6157 2.0907
H34 2.7384 -1.1506 -2.0056
C20 -1.4670 0.1505 -3.1615

Atoms 1-3, force components in eV/Å:
0.3 -0.2 0.1
0.0 0.0 0.2
-0.2 -0.4 0.2

Values from the calculation:
Net charge   -1
Frontier orbital gap   8.57 eV
M   683.61 g mol⁻¹
Electronic energy   -5373.165442 Eh

Atom charges from the Löwdin analysis, given in e for atoms 1 to 6:
1 H 0.11
2 H 0.08
3 H 0.12
4 N 0.00
5 C -0.16
6 H 0.06

=====

- What is the formula in the fifth record?
  C20H33N5O4SSr